Record 1
C2H7N2O2P | wB97M-V/def2-TZVPD

The geometry in ORCA input format:
```
! wB97M-V def2-TZVPD RIJCOSX def2/J DEFGRID3
* xyz 0 1
C 0.441 3.795 -0.202
C 0.270 2.784 0.550
N 0.540 -0.581 -0.630
N -0.968 -2.635 -0.591
O 0.635 4.689 -0.888
O 0.604 -2.248 1.238
P -0.555 -1.323 0.408
H -0.678 2.247 0.410
H 1.181 2.204 0.936
H 0.696 -2.537 2.174
H 0.178 0.345 -0.638
H 0.793 -0.976 -1.545
H -1.391 -3.358 0.098
H -1.747 -2.405 -1.319
*
```

ΔE to the lowest compared entry with this formula, charge and spin (eV): 2.540
Highest occupied orbital energy (eV): -8.80
Orbital gap (eV): 9.6

Record 2
C2H7N2O3 | wB97M-V/def2-TZVPD

The geometry in ORCA input format:
```
! wB97M-V def2-TZVPD RIJCOSX def2/J DEFGRID3
* xyz 1 1
C -1.193 -1.572 -0.636
C 1.580 0.972 0.711
N -0.858 -0.306 -1.317
N -2.173 -1.370 0.165
O 1.826 -0.246 0.969
O 2.520 1.792 1.049
O 0.491 1.263 0.298
H -0.050 -0.514 -1.953
H -1.532 0.228 -1.829
H -2.556 -2.070 0.744
H -2.690 -0.459 0.356
H 2.565 -0.590 1.331
H 2.394 2.614 0.565
H -0.325 0.259 -0.454
*
```

ΔE to the lowest compared entry with this formula, charge and spin (eV): 0.746
Highest occupied orbital energy (eV): -13.78
Orbital gap (eV): 10.7

Record 3
C2H7N2O4S | wB97M-V/def2-TZVPD

The geometry in ORCA input format:
```
! wB97M-V def2-TZVPD RIJCOSX def2/J DEFGRID3
* xyz 1 1
C 0.433 -1.016 0.019
C 1.118 0.320 0.470
N 1.147 -2.083 -0.108
N 0.670 1.516 -0.258
O -1.725 1.051 -1.102
O -3.305 -0.647 -0.135
O -0.850 -1.110 -0.120
O -1.978 0.901 1.215
S -2.187 0.132 0.058
H 2.239 0.042 0.308
H 0.706 0.245 1.552
H 0.593 -2.883 -0.355
H 2.114 -1.865 -0.031
H -0.644 1.326 -0.822
H 1.433 1.797 -0.892
H 0.235 2.274 0.202
*
```

ΔE to the lowest compared entry with this formula, charge and spin (eV): 0.000
Highest occupied orbital energy (eV): -15.67
Orbital gap (eV): 11.5

Record 4
C2H7N2O5Sn | wB97M-V/def2-TZVPD

The geometry in ORCA input format:
```
! wB97M-V def2-TZVPD RIJCOSX def2/J DEFGRID3
* xyz 1 1
Sn 0.516 4.536 1.322
O -0.120 3.112 -0.963
H 0.451 2.431 -0.567
C -0.256 -1.226 -2.318
N -1.692 -1.564 -1.985
O -2.189 -2.524 -2.531
O -2.298 -0.855 -1.207
H -0.173 -1.608 -3.330
H 0.284 -1.746 -1.533
H -0.141 -0.148 -2.305
C 0.788 -0.474 2.683
N 0.857 0.473 1.546
O 1.586 1.465 1.621
O 0.162 0.243 0.593
H -0.209 -0.412 3.118
H 1.451 -0.215 3.505
H 0.983 -1.489 2.351
*
```

ΔE to the lowest compared entry with this formula, charge and spin (eV): 2.092
Highest occupied orbital energy (eV): -12.82
Orbital gap (eV): 5.4

Record 5
C2H7N2OP | wB97M-V/def2-TZVPD

The geometry in ORCA input format:
```
! wB97M-V def2-TZVPD RIJCOSX def2/J DEFGRID3
* xyz 0 1
C 0.025 1.022 -0.446
C 1.162 0.804 0.522
N 0.422 0.172 -1.542
N -1.097 -2.092 0.382
O 1.611 -0.551 0.307
P 1.020 -1.285 -1.002
H -0.785 0.579 0.100
H -0.034 2.028 -0.960
H 1.957 1.473 0.232
H 0.853 1.207 1.568
H 0.393 0.503 -2.466
H -1.612 -2.670 -0.197
H -0.325 -2.723 0.790
*
```

ΔE to the lowest compared entry with this formula, charge and spin (eV): 3.710
Highest occupied orbital energy (spin up / spin down) (eV): -7.78 / -7.78
Orbital gap (spin up / spin down) (eV): 8.0 / 8.0

Record 6
C2H7N2OS | wB97M-V/def2-TZVPD

The geometry in ORCA input format:
```
! wB97M-V def2-TZVPD RIJCOSX def2/J DEFGRID3
* xyz 1 3
C 0.202 -0.089 -0.067
C -0.955 0.883 -0.143
N 2.954 -0.730 0.122
N -2.174 0.037 0.015
O 0.012 -1.267 0.023
S 2.126 0.675 -0.012
H -0.945 1.396 -1.104
H -0.866 1.626 0.650
H 3.381 -0.916 1.019
H 3.531 -0.986 -0.667
H -1.761 -0.946 0.023
H -2.840 0.120 -0.759
H -2.664 0.196 0.900
*
```

ΔE to the lowest compared entry with this formula, charge and spin (eV): 1.902
Expectation value of S²: 2.01
Highest occupied orbital energy (spin up / spin down) (eV): -9.21 / -13.33
Orbital gap (spin up / spin down) (eV): 6.0 / 5.8

Record 7
C2H7N2S | wB97M-V/def2-TZVPD

The geometry in ORCA input format:
```
! wB97M-V def2-TZVPD RIJCOSX def2/J DEFGRID3
* xyz -1 1
C 0.947 -0.932 0.528
C 0.944 0.400 0.264
N 0.192 1.302 1.105
N 0.450 -1.848 -0.435
H 1.187 -1.315 1.518
H 1.081 0.698 -0.785
H -0.760 1.303 0.667
H 0.579 2.238 1.022
H -0.270 -1.309 -0.934
H -0.004 -2.637 0.001
S -2.157 0.633 -0.953
H -2.188 1.465 -1.999
*
```

ΔE to the lowest compared entry with this formula, charge and spin (eV): 1.592
Highest occupied orbital energy (eV): -3.08
Orbital gap (eV): 7.4

Record 8
C2H7N2S | wB97M-V/def2-TZVPD

The geometry in ORCA input format:
```
! wB97M-V def2-TZVPD RIJCOSX def2/J DEFGRID3
* xyz -2 2
C 0.272 2.300 0.553
S 1.009 2.104 -1.163
H 1.049 2.839 1.133
H 0.182 1.388 1.055
H -0.689 2.851 0.367
N -0.440 -0.789 -0.876
C -0.462 -1.784 0.077
N -0.346 -3.025 -0.289
H -0.440 -1.092 -1.776
H 0.067 0.247 -0.728
H -0.306 -1.491 1.168
H 0.103 -3.549 0.480
*
```

ΔE to the lowest compared entry with this formula, charge and spin (eV): 0.727
Expectation value of S²: 0.75
Highest occupied orbital energy (spin up / spin down) (eV): 4.39 / -0.05
Orbital gap (spin up / spin down) (eV): 2.0 / 6.4

Record 9
C2H7N2S | wB97M-V/def2-TZVPD

The geometry in ORCA input format:
```
! wB97M-V def2-TZVPD RIJCOSX def2/J DEFGRID3
* xyz 1 1
C 0.134 0.478 -1.560
C -0.222 -0.127 2.208
N 0.240 0.519 -0.284
N 0.091 -0.672 -2.184
S 0.741 -0.722 0.821
H 0.155 1.316 -2.245
H -0.036 0.882 2.581
H -0.162 -0.781 2.963
H -1.225 -0.227 2.052
H -0.128 1.709 0.478
H 0.411 -0.807 -3.099
H -0.001 -1.568 -1.731
*
```

ΔE to the lowest compared entry with this formula, charge and spin (eV): 3.211
Highest occupied orbital energy (eV): -13.58
Orbital gap (eV): 8.8

Record 10
C2H7N2S | wB97M-V/def2-TZVPD

The geometry in ORCA input format:
```
! wB97M-V def2-TZVPD RIJCOSX def2/J DEFGRID3
* xyz 1 1
C 1.158 -0.244 -0.129
C -2.175 1.123 0.011
N 2.459 -0.511 -0.064
N 0.159 -1.014 0.088
S -2.102 -0.717 -0.057
H 0.825 0.634 -0.611
H -1.253 1.352 -0.563
H -2.015 1.359 1.017
H -3.232 1.176 -0.403
H 3.103 0.231 -0.058
H 2.677 -1.437 0.338
H 0.394 -1.953 0.430
*
```

ΔE to the lowest compared entry with this formula, charge and spin (eV): 2.886
Highest occupied orbital energy (eV): -14.18
Orbital gap (eV): 7.8